Entry 1:
{"formula": "C19H24N2O", "method": "wB97M-V/def2-TZVPD", "elements": ["C", "C", "C", "C", "C", "N", "C", "O", "C", "C", "C", "C", "C", "C", "C", "C", "N", "C", "C", "C", "C", "C", "H", "H", "H", "H", "H", "H", "H", "H", "H", "H", "H", "H", "H", "H", "H", "H", "H", "H", "H", "H", "H", "H", "H", "H"], "positions_angstrom": [[0.094, 2.907, -0.961], [0.802, 1.984, 0.024], [1.073, 2.674, 1.362], [1.725, 1.692, 2.331], [0.855, 0.447, 2.484], [0.625, -0.163, 1.187], [1.057, -1.420, 0.980], [1.584, -2.076, 1.865], [0.880, -2.090, -0.398], [-0.509, -2.760, -0.508], [-1.668, -1.924, -0.039], [-1.897, -1.779, 1.326], [-2.944, -1.004, 1.789], [-3.790, -0.372, 0.893], [-3.591, -0.534, -0.467], [-2.540, -1.308, -0.927], [1.256, -1.232, -1.498], [0.594, -0.941, -2.650], [1.373, -0.109, -3.407], [2.564, 0.110, -2.690], [2.461, -0.598, -1.525], [-0.047, 0.732, 0.275], [-0.882, 3.199, -0.579], [0.682, 3.806, -1.126], [-0.042, 2.405, -1.915], [1.756, 1.670, -0.411], [1.721, 3.539, 1.212], [0.129, 3.031, 1.782], [1.867, 2.156, 3.308], [2.704, 1.397, 1.949], [1.340, -0.294, 3.121], [-0.114, 0.716, 2.919], [1.612, -2.913, -0.377], [-0.463, -3.653, 0.119], [-0.660, -3.086, -1.539], [-1.248, -2.280, 2.030], [-3.105, -0.899, 2.852], [-4.609, 0.234, 1.253], [-4.257, -0.061, -1.173], [-2.409, -1.436, -1.992], [-0.376, -1.335, -2.869], [1.121, 0.293, -4.369], [3.395, 0.713, -2.998], [3.154, -0.706, -0.713], [-0.275, 0.240, -0.665], [-0.999, 1.031, 0.736]], "total_charge": 0, "e_tot_ha": -923.177377, "relative_energy_kj_mol": 24.4, "spin_multiplicity": 1, "homo_lumo_gap_ev": 9.26, "smiles": "C[C@H]1CCCN(C(=O)[C@@H](Cc2ccccc2)n2cccc2)C1"}

Entry 2:
{"formula": "C19H24N2O2S", "method": "wB97M-V/def2-TZVPD", "elements": ["C", "O", "C", "C", "C", "C", "C", "C", "N", "C", "C", "S", "N", "C", "C", "C", "C", "C", "C", "C", "C", "C", "O", "C", "H", "H", "H", "H", "H", "H", "H", "H", "H", "H", "H", "H", "H", "H", "H", "H", "H", "H", "H", "H", "H", "H", "H", "H"], "positions_angstrom": [[2.319, 0.403, 3.754], [2.529, 0.781, 2.417], [1.438, 1.117, 1.649], [0.129, 0.915, 2.067], [-0.945, 1.230, 1.257], [-0.743, 1.773, -0.002], [-1.918, 2.081, -0.885], [-2.518, 0.796, -1.497], [-1.941, 0.456, -2.785], [-2.585, 1.079, -3.922], [-0.629, 0.131, -2.920], [0.264, 0.573, -4.245], [0.021, -0.568, -1.945], [-0.427, -1.511, -1.030], [-1.638, -2.186, -1.173], [-2.012, -3.123, -0.226], [-1.195, -3.404, 0.852], [0.033, -2.763, 0.988], [0.935, -3.095, 2.138], [0.407, -1.826, 0.043], [0.558, 1.991, -0.419], [1.657, 1.671, 0.374], [2.859, 1.911, -0.223], [4.052, 1.963, 0.527], [1.778, -0.545, 3.829], [1.780, 1.175, 4.311], [3.315, 0.280, 4.180], [-0.064, 0.491, 3.039], [-1.948, 1.051, 1.617], [-1.621, 2.759, -1.686], [-2.692, 2.572, -0.292], [-2.386, -0.026, -0.791], [-3.589, 0.932, -1.662], [-3.661, 0.931, -3.843], [-2.223, 0.614, -4.836], [-2.371, 2.151, -3.980], [1.027, -0.492, -2.025], [-2.263, -1.997, -2.032], [-2.952, -3.644, -0.340], [-1.499, -4.136, 1.586], [1.821, -2.466, 2.130], [0.411, -2.960, 3.084], [1.250, -4.137, 2.081], [1.356, -1.318, 0.129], [0.765, 2.412, -1.391], [4.809, 2.322, -0.170], [4.341, 0.979, 0.904], [3.970, 2.660, 1.364]], "total_charge": 0, "e_tot_ha": -1396.564653, "relative_energy_kj_mol": 181.7, "spin_multiplicity": 1, "homo_lumo_gap_ev": 8.44, "smiles": "COc1ccc(CCN(C)C(=S)Nc2cccc(C)c2)cc1OC"}

Entry 3:
{"formula": "C19H24N2O2SV", "method": "wB97M-V/def2-TZVPD", "elements": ["C", "C", "C", "C", "C", "C", "C", "C", "C", "C", "C", "C", "C", "S", "C", "C", "C", "C", "C", "C", "N", "N", "H", "H", "H", "H", "H", "H", "H", "H", "H", "H", "H", "H", "H", "H", "H", "H", "H", "H", "H", "H", "H", "H", "H", "H", "O", "V", "O"], "positions_angstrom": [[5.633, -1.196, 0.624], [4.459, -0.635, -0.327], [3.636, 0.571, 0.390], [2.050, 0.480, 0.094], [1.702, 1.246, -1.286], [1.475, 2.825, -1.014], [-0.067, 3.158, -1.329], [-1.060, 2.755, -0.126], [-0.895, 3.565, 1.209], [-1.897, 3.195, 2.352], [-2.989, 2.071, 2.208], [-3.147, 1.239, 0.879], [-2.148, 1.626, -0.270], [-2.305, 0.675, -1.865], [-2.889, -0.979, -1.258], [-2.474, -2.263, -2.030], [-2.955, -3.682, -1.572], [-3.845, -3.716, -0.276], [-4.242, -2.426, 0.512], [-3.782, -0.987, 0.053], [-4.202, 0.220, 0.784], [-4.742, -0.058, 2.030], [5.347, -2.142, 1.194], [6.515, -1.464, -0.076], [6.009, -0.422, 1.376], [3.770, -1.505, -0.640], [4.980, -0.202, -1.267], [3.800, 0.444, 1.527], [4.072, 1.594, 0.068], [1.785, -0.637, 0.031], [1.494, 0.941, 0.990], [2.530, 1.056, -2.063], [0.711, 0.818, -1.677], [1.673, 3.034, 0.101], [2.203, 3.444, -1.657], [-0.420, 2.733, -2.342], [-0.139, 4.306, -1.431], [-0.122, 4.385, 1.351], [-1.844, 3.765, 3.353], [-3.659, 1.928, 3.122], [-1.804, -2.194, -2.946], [-2.672, -4.635, -2.153], [-4.195, -4.760, 0.063], [-4.917, -2.589, 1.425], [-5.615, -0.595, 1.976], [-4.058, -0.465, 2.684], [3.846, -3.940, 0.339], [3.080, -4.842, -0.931], [2.312, -5.742, -2.201]], "total_charge": 1, "e_tot_ha": -2339.684779, "spin_multiplicity": 1, "homo_lumo_gap_ev": 1.81}

Entry 4:
{"formula": "C19H24N2O5S", "method": "wB97M-V/def2-TZVPD", "elements": ["C", "O", "C", "C", "C", "C", "C", "C", "N", "C", "O", "C", "N", "C", "S", "O", "O", "C", "C", "C", "C", "O", "C", "C", "C", "C", "C", "H", "H", "H", "H", "H", "H", "H", "H", "H", "H", "H", "H", "H", "H", "H", "H", "H", "H", "H", "H", "H", "H", "H", "H"], "positions_angstrom": [[-0.205, 3.651, -0.953], [-0.464, 3.715, 0.425], [-1.011, 2.620, 1.034], [-1.224, 2.722, 2.409], [-1.752, 1.662, 3.114], [-2.089, 0.476, 2.472], [-2.558, -0.726, 3.243], [-1.338, -1.492, 3.788], [-0.378, -1.732, 2.736], [0.719, -0.967, 2.615], [1.162, -0.241, 3.480], [1.394, -1.082, 1.239], [1.437, -2.427, 0.722], [2.661, -3.171, 0.864], [0.389, -2.768, -0.514], [-0.944, -2.586, 0.003], [0.730, -4.053, -1.043], [0.657, -1.499, -1.750], [-0.415, -0.777, -2.233], [-0.216, 0.225, -3.168], [1.074, 0.503, -3.619], [1.390, 1.467, -4.512], [0.359, 2.258, -5.060], [2.150, -0.250, -3.132], [1.940, -1.247, -2.205], [-1.889, 0.387, 1.103], [-1.356, 1.443, 0.383], [0.498, 2.845, -1.197], [-1.127, 3.514, -1.529], [0.243, 4.609, -1.215], [-0.953, 3.641, 2.902], [-1.894, 1.752, 4.180], [-3.192, -0.430, 4.080], [-3.125, -1.386, 2.585], [-0.828, -0.897, 4.549], [-1.654, -2.446, 4.221], [-0.712, -2.208, 1.904], [2.401, -0.658, 1.308], [0.805, -0.460, 0.555], [2.826, -3.413, 1.915], [3.526, -2.613, 0.488], [2.542, -4.091, 0.296], [-1.403, -1.008, -1.867], [-1.065, 0.777, -3.537], [0.851, 2.943, -5.748], [-0.364, 1.649, -5.610], [-0.158, 2.834, -4.286], [3.137, -0.027, -3.503], [2.762, -1.838, -1.834], [-2.133, -0.531, 0.587], [-1.206, 1.330, -0.680]], "total_charge": 0, "e_tot_ha": -1622.298103, "relative_energy_kj_mol": 266.6, "spin_multiplicity": 1, "homo_lumo_gap_ev": 8.76, "smiles": "COc1ccc(CCNC(=O)CN(C)S(=O)(=O)c2ccc(OC)cc2)cc1"}

Entry 5:
{"formula": "C19H24N2O5S2", "method": "wB97M-V/def2-TZVPD", "elements": ["C", "C", "O", "C", "C", "C", "C", "S", "O", "O", "N", "C", "C", "C", "C", "S", "O", "O", "N", "C", "C", "C", "C", "C", "C", "C", "C", "C", "H", "H", "H", "H", "H", "H", "H", "H", "H", "H", "H", "H", "H", "H", "H", "H", "H", "H", "H", "H", "H", "H", "H", "H"], "positions_angstrom": [[1.477, 4.728, -1.161], [0.800, 3.819, -0.140], [1.723, 3.274, 0.795], [2.459, 2.198, 0.488], [3.251, 1.697, 1.533], [3.991, 0.550, 1.363], [3.986, -0.092, 0.136], [4.729, -1.710, 0.010], [5.648, -1.815, -1.083], [5.159, -2.131, 1.306], [3.403, -2.688, -0.477], [2.139, -2.200, -0.205], [1.170, -2.072, -1.204], [0.014, -1.362, -0.951], [-0.182, -0.800, 0.297], [-1.525, 0.353, 0.484], [-1.611, 0.786, 1.851], [-1.363, 1.368, -0.523], [-2.845, -0.583, 0.045], [-3.159, -1.570, 1.056], [-4.163, -2.573, 0.493], [-5.417, -1.843, 0.020], [-5.031, -0.767, -0.993], [-4.007, 0.178, -0.374], [0.718, -1.012, 1.327], [1.871, -1.730, 1.084], [3.264, 0.421, -0.924], [2.493, 1.556, -0.754], [0.723, 5.164, -1.811], [2.191, 4.180, -1.770], [2.007, 5.528, -0.651], [0.118, 4.407, 0.479], [0.221, 3.022, -0.617], [3.232, 2.216, 2.477], [4.567, 0.123, 2.169], [3.544, -3.015, -1.423], [1.357, -2.486, -2.184], [-0.725, -1.197, -1.717], [-2.224, -2.063, 1.330], [-3.567, -1.083, 1.954], [-3.705, -3.094, -0.349], [-4.411, -3.306, 1.261], [-5.910, -1.376, 0.875], [-6.116, -2.550, -0.429], [-4.594, -1.237, -1.875], [-5.909, -0.198, -1.302], [-3.655, 0.919, -1.092], [-4.452, 0.704, 0.484], [0.510, -0.583, 2.294], [2.604, -1.896, 1.856], [3.298, -0.075, -1.881], [1.902, 1.917, -1.579]], "total_charge": 0, "e_tot_ha": -2020.476479, "relative_energy_kj_mol": 218.5, "spin_multiplicity": 1, "homo_lumo_gap_ev": 9.23, "smiles": "CCOc1ccc(S(=O)(=O)Nc2ccc(S(=O)(=O)N3CCCCC3)cc2)cc1"}